# 1
The following is a quantum chemistry calculation of a cluster of 2 separate species, C3HN3O3 in total, from the OMol25 dataset.

Summary:
Energy relative to the best compared isomer or geometry (same formula, charge and spin)   0.000 eV
Gap between HOMO and LUMO   0.286 Ha
E   -504.8291 Ha
LUMO energy   -0.1024 Ha

Last column: Mulliken charge in e.
Positions of all 10 atoms, in Å:
O -0.845592 -1.462746 1.296713  -0.359
C -0.655232 -0.386916 0.893522  0.369
C 0.477008 0.565488 0.722772  -0.194
N 0.015418 1.625678 0.162921  -0.329
N -1.277066 1.465082 -0.115901  -0.159
N -1.750150 0.348499 0.148468  0.189
H 1.483526 0.421930 0.931393  0.459
O -4.498637 -0.034147 0.536575  -0.412
C -4.101161 0.076821 -0.545315  0.823
O -3.852618 0.238826 -1.650801  -0.387

Forces on atoms 1 to 3 (eV/Å):
O 0.452 -1.609 1.135
C -1.038 1.194 -2.149
C -1.341 1.088 -0.234


# 2
The following is a quantum chemistry calculation of an isolated molecule of C3HNO2, from the OMol25 dataset.

Summary:
Energy relative to the best compared isomer or geometry (same formula, charge and spin)   2.178 eV
Gap between HOMO and LUMO   0.325 Ha
E   -320.0192 Ha
LUMO energy   -0.0544 Ha

Last column: Mulliken charge in e.
Positions of all 7 atoms, in Å:
O -1.911924 -1.184142 -0.514389  -0.370
C -1.487127 -0.164214 -0.108191  0.420
C 0.508651 0.131601 0.346281  -0.223
O -0.250184 0.385373 -0.672528  -0.144
C 1.913373 0.206305 0.097139  0.285
N 3.071024 0.131884 0.163296  -0.309
H -1.843812 0.493193 0.688392  0.341

Forces on atoms 1 to 3 (eV/Å):
O 0.102 0.748 0.118
C -0.695 -0.562 -0.292
C 0.227 0.121 0.055